# 1
58
Properties=species:S:1:pos:R:3:forces:R:3 method="wB97M-V/def2-TZVPD" energy_ev=-38533.7626 lumo_ha=0.019 smiles="CCOC(=O)c1ccc(NC(=O)COc2ccc(CNCCO)cc2OCC)cc1" de_lowest_kcal_mol=22.0 gap_ev=8.6
O 1.64936 0.03423 3.48966 0.1 0.0 0.0
O -0.80142 -0.29934 -3.49513 -0.3 -0.2 0.0
O 1.25886 -2.42418 -3.74773 0.1 0.0 -0.1
O 3.17979 0.87541 2.07230 0.0 -0.1 -0.3
O -0.53955 3.08722 2.94389 0.0 0.3 -0.3
O -2.21242 -2.72424 -3.08563 -0.2 0.2 0.1
N -2.12275 0.46032 2.33255 0.1 -0.1 -0.1
N 0.15624 -3.05219 -1.84679 -0.1 -0.6 0.2
C -2.19316 -1.68311 -2.17536 -0.1 0.2 0.1
C 1.85314 -1.49847 -1.02711 0.0 0.0 -0.2
C -1.42867 0.40335 -1.25645 0.0 0.0 -0.1
C -2.04335 1.15114 1.05549 0.1 0.1 -0.1
C -2.13250 0.17144 -0.08336 -0.1 -0.1 0.0
C 2.32656 -0.72076 0.00917 -0.1 0.0 0.3
C 0.25861 -2.50877 0.47434 0.1 -0.1 -0.1
C 0.74862 -1.74490 1.50788 0.2 0.1 0.0
C 1.76716 -0.82008 1.28105 0.0 -0.1 -0.2
C 0.78762 -2.37029 -0.80981 0.2 0.2 0.2
C -1.08625 -2.95022 -3.91126 0.2 0.0 -0.5
C 0.24941 -2.77578 -3.18702 -0.2 -0.3 -0.1
C 0.11492 0.77326 -3.61149 0.4 0.3 -0.2
C -2.91672 -0.96650 0.01554 0.0 0.1 0.0
C 2.92745 3.18129 2.78965 0.1 -0.5 -0.1
C 0.84284 0.60419 -4.93546 -0.2 -0.1 0.3
C 2.17773 0.05520 2.39985 -0.1 -0.1 0.2
C -1.46227 -0.49076 -2.31872 -0.2 -0.1 0.0
C -0.88903 2.06741 3.85916 -0.4 -0.3 0.3
C 3.59124 1.83554 3.04565 0.1 0.4 0.5
C -2.18312 1.31969 3.49589 0.4 0.1 0.1
C -2.93306 -1.88422 -1.01706 0.1 0.0 -0.4
H -3.48107 -1.14177 0.91652 -0.1 0.0 0.1
H 4.67742 1.90753 2.94600 -0.1 -0.1 0.0
H 0.34513 -1.84000 2.50493 0.0 0.0 0.1
H -0.04783 1.37022 3.86279 -0.1 0.1 0.1
H -2.45046 0.68966 4.34955 -0.1 0.1 0.1
H -0.55660 -3.19626 0.64601 -0.1 -0.1 0.0
H -1.19069 -3.98404 -4.25846 0.1 0.1 0.0
H -3.51036 -2.79330 -0.94136 -0.1 -0.1 0.0
H 2.27956 -1.41915 -2.01403 0.0 0.0 0.0
H 3.18338 3.54220 1.79636 0.0 0.1 -0.1
H -0.69871 -3.51558 -1.56136 0.1 0.2 -0.1
H 0.83058 0.74386 -2.77927 -0.1 0.0 0.0
H -2.99347 2.04097 3.33759 0.0 0.0 0.1
H 3.27159 3.90065 3.52732 0.0 0.1 0.1
H 3.12827 -0.01998 -0.16267 0.1 0.0 0.0
H 1.84576 3.09256 2.86068 -0.1 0.1 0.0
H -0.99451 2.49063 4.86868 0.0 -0.1 0.0
H -1.33190 -0.17123 2.41971 0.0 0.0 0.0
H -1.26649 3.71818 2.89446 0.1 0.0 0.0
H 0.13524 0.64753 -5.75909 0.0 0.0 -0.1
H -1.08019 -2.28530 -4.78133 0.1 -0.2 0.2
H 1.34151 -0.36136 -4.95125 0.1 0.0 0.0
H 3.33342 1.46218 4.04200 0.1 0.1 -0.2
H -1.12752 1.75198 0.94512 -0.2 0.0 0.0
H -0.42446 1.73039 -3.58427 0.1 -0.1 0.1
H -0.84090 1.30411 -1.33746 0.1 0.1 0.0
H -2.90072 1.83552 1.00414 0.1 0.0 0.0
H 1.57875 1.39393 -5.05503 0.1 0.1 0.0

---

# 2
91
Properties=species:S:1:pos:R:3:forces:R:3 method="wB97M-V/def2-TZVPD" spin_multiplicity=6 charge=+1 energy_ev=-60144.5884 lumo_ha="-0.072 / -0.162" s_squared=8.79 de_lowest_kcal_mol=93.8 gap_ev="4.9 / 6.6"
Ru -0.79890 -0.35241 1.37780 0.5 1.9 -0.6
Si 2.26994 -0.57115 3.33703 0.2 0.1 0.1
Si -2.42944 -3.22865 1.81213 0.4 0.7 0.4
Si -2.69361 1.72649 2.14269 -1.0 0.4 0.3
O -1.65904 -2.68010 -2.96827 0.6 0.6 -1.4
O -0.80631 -4.52214 -1.71521 0.0 -0.8 1.3
N 1.32699 -0.17663 1.87186 1.1 -0.2 0.6
N 0.58732 0.54912 -0.02655 -2.4 -0.7 0.1
C -2.69364 0.22880 0.98067 -0.3 -0.2 -0.1
C 2.32515 0.96254 4.40155 0.0 0.2 0.1
C 2.81154 1.31630 0.50900 -1.0 -1.6 1.2
C -2.94728 -2.07476 -2.66509 -0.4 -0.3 0.4
C -3.46044 -1.40435 -3.90424 0.3 0.1 -0.4
C 0.28553 -2.97865 -4.37256 0.2 -0.2 -0.6
C 1.41886 -1.98291 4.21487 0.0 0.1 0.0
C 4.01234 -1.10182 2.91403 0.3 -0.1 -0.2
C -1.72271 -5.63882 -1.81172 0.1 0.4 -0.1
C -3.13638 -2.62826 3.42290 -0.2 -0.2 0.0
C -0.82061 1.38210 -1.81189 0.1 0.4 -0.2
C -1.46119 -6.21189 -3.16241 0.1 -0.6 -0.7
C 1.54134 2.22858 -1.34025 0.7 0.5 -0.2
C 1.66957 0.52211 0.78969 1.3 0.6 0.9
C -3.83795 -3.18552 0.55453 0.0 -0.2 0.0
C 0.39894 -4.86971 -0.98938 -0.1 -0.4 0.1
C 1.51667 -3.88296 -1.20992 0.1 0.0 0.2
C -0.44371 -1.94498 -3.56294 -0.4 -1.1 1.0
C -3.97592 2.91025 1.43935 -0.1 0.3 0.0
C -1.06638 2.67796 2.30896 0.1 -0.2 -0.2
C 2.69896 2.19390 -0.57581 0.6 1.6 -1.5
C 0.47001 1.40244 -1.05764 -0.5 -0.3 -0.8
C -1.81613 -5.01253 1.95809 -0.1 0.2 0.1
C -3.26347 1.20507 3.86246 0.1 0.0 0.0
C -0.89964 -2.12778 1.59239 -1.0 -4.5 -1.3
H -0.67293 1.79908 -2.81675 -0.2 0.0 0.2
H -3.34436 -2.09295 -4.75680 -0.2 0.2 0.3
H -2.16661 -6.98310 -3.45677 0.0 -0.2 0.1
H 1.84287 -3.82438 -2.24628 0.1 -0.2 0.0
H 0.32696 -1.89911 4.12561 0.3 -0.1 0.1
H 0.54992 -3.87602 -3.80627 -0.2 0.3 0.0
H -1.40768 -0.60947 2.85589 0.4 0.4 -0.3
H 1.37419 1.10872 4.93060 0.2 0.1 -0.1
H -4.37994 3.57183 2.21600 0.1 -0.1 -0.1
H 1.21283 -2.56463 -4.76875 0.1 0.2 0.2
H 3.11286 0.86082 5.16449 -0.2 0.0 -0.2
H 4.02061 -2.13677 2.54640 0.0 0.2 0.0
H 0.71281 -5.87006 -1.34868 -0.1 0.4 0.3
H -2.84907 0.53131 -0.07429 0.3 0.0 0.4
H -0.28093 -3.28496 -5.25208 -0.2 0.0 0.1
H 0.11640 -1.63051 -2.67360 -0.2 0.2 -0.4
H -1.49369 -3.66358 -2.80318 0.6 1.0 0.7
H -0.28721 -2.78963 0.91065 0.4 0.9 0.5
H -2.81874 -1.44555 -1.77319 0.0 0.0 -0.4
H -1.20704 0.36233 -1.91141 0.1 -0.1 0.0
H -4.33808 0.97663 3.86613 0.2 0.0 0.0
H 1.26926 -2.86774 -0.89125 -0.1 -0.1 0.2
H -0.63792 2.94091 1.33089 0.0 0.0 0.2
H 3.52093 2.87153 -0.80243 -0.3 -0.2 0.0
H -2.72244 0.31983 4.22284 -0.2 0.3 0.0
H 1.69736 -1.96491 5.28057 -0.1 0.0 -0.3
H -3.60434 -3.77691 -0.34274 -0.1 0.1 0.3
H -2.73649 -5.24804 -1.69484 0.0 0.0 -0.1
H -0.44187 -6.60864 -3.19436 -0.2 -0.1 -0.1
H -2.09191 -5.61961 1.08268 0.0 0.1 0.4
H -1.29100 3.62118 2.83372 0.0 -0.3 -0.1
H -3.56192 3.55095 0.65144 0.0 -0.1 0.1
H -3.50028 -0.48082 1.23632 0.3 0.5 0.2
H 0.16120 -4.94109 0.09876 0.0 0.0 -0.8
H 2.35209 -4.25655 -0.60361 0.0 0.3 -0.2
H 4.64465 -1.08409 3.81429 -0.2 0.0 -0.2
H -2.26260 -5.43350 2.87741 0.3 -0.1 -0.5
H -0.72192 -5.01944 2.05735 -0.3 -0.1 0.1
H -3.88671 -3.35729 3.74166 0.0 0.1 0.3
H 1.41834 2.91639 -2.17786 0.3 0.0 0.2
H -1.60439 1.95666 -1.29730 0.1 0.0 -0.1
H -3.61501 -1.64738 3.34361 0.0 -0.1 0.0
H -4.12043 -2.16968 0.24518 -0.1 -0.4 0.2
H -1.50425 -5.43709 -3.92877 -0.1 0.1 -0.1
H -2.86291 -0.51138 -4.11528 -0.3 0.0 0.0
H -4.68223 -3.67511 1.08400 0.2 0.3 -0.4
H -3.09268 2.02302 4.57704 -0.1 -0.2 -0.1
H 4.49838 -0.46717 2.16178 -0.1 -0.2 0.2
H -0.83191 -1.12015 -4.15417 0.0 -0.1 0.2
H 3.66452 1.28069 1.16428 0.1 0.1 0.0
H 2.54354 1.86222 3.80815 -0.1 -0.2 0.2
H -2.32829 -2.54964 4.15698 -0.2 -0.1 0.1
H -1.57273 -6.36238 -1.01990 0.2 0.0 0.2
H -3.56877 -2.92537 -2.36938 0.1 0.2 -0.1
H -0.30822 2.13652 2.89569 -0.1 0.2 -0.1
H 1.74932 -2.94200 3.78949 -0.2 0.2 0.1
H -4.50933 -1.12722 -3.81200 0.1 0.0 0.1
H -4.82574 2.36930 1.00680 0.1 0.0 0.1

---

# 3
11
Properties=species:S:1:pos:R:3:forces:R:3 method="wB97M-V/def2-TZVPD" charge=-1 energy_ev=-15069.0462 lumo_ha=0.148 de_lowest_kcal_mol=54.4 gap_ev=5.4
S -1.32374 0.84725 0.23707 0.2 -0.4 -0.2
O 3.05053 0.53599 -1.39770 0.4 -0.3 -0.7
C -0.65399 -0.65085 -0.71118 -0.9 0.5 0.0
C -1.44312 0.40218 1.87433 0.1 0.1 -0.1
H -0.68720 0.76579 2.55918 0.0 -0.1 0.1
H -1.18676 -1.52894 -0.35055 0.3 -0.1 0.4
H 0.42895 -0.73395 -0.62537 0.0 -0.2 0.0
H 2.32636 -0.07792 -1.55786 -0.1 0.1 0.1
H 2.89265 0.89385 -0.53153 -0.3 0.2 0.5
H -0.99365 -0.54265 -1.74667 0.4 0.2 -0.2
H -2.41003 0.08925 2.25029 0.0 0.0 0.1

---

# 4
12
Properties=species:S:1:pos:R:3:forces:R:3 method="wB97M-V/def2-TZVPD" spin_multiplicity=8 charge=+1 energy_ev=-41986.6954 lumo_ha="-0.268 / -0.193" s_squared=16.16 de_lowest_kcal_mol=77.4 gap_ev="5.5 / 8.1"
Gd 0.12027 2.28911 -0.19106 0.7 -0.5 0.7
S 2.51425 0.74529 0.48036 -0.5 -3.1 -2.6
O -1.61552 0.96272 -0.56897 -0.5 -1.4 0.9
O 2.22681 2.07992 -0.31632 0.1 0.3 0.2
O 2.85413 -0.31674 -0.52201 -0.6 2.3 2.3
O 0.92850 0.45764 0.88902 1.3 2.7 0.2
C -1.76504 -0.26927 -0.22376 2.8 -1.1 -2.9
C -0.58340 -1.05311 0.26202 -5.3 -1.9 -2.3
H -0.81738 -2.11686 0.41799 -0.8 0.2 -0.1
H -2.46741 -0.86653 -0.83119 -1.3 0.3 1.6
H -1.48337 -0.75271 1.21037 2.3 0.7 0.4
H 0.08815 -1.15944 -0.60646 1.9 1.5 1.7

---

# 5
12
Properties=species:S:1:pos:R:3:forces:R:3 method="wB97M-V/def2-TZVPD" charge=+1 energy_ev=-7205.5451 lumo_ha=-0.133 de_lowest_kcal_mol=83.0 gap_ev=9.4
O 1.20727 1.28902 1.27923 -1.3 -0.5 -1.0
N 0.11415 -2.13860 -0.81809 -0.1 0.1 0.2
N -1.09744 1.29338 0.66179 1.1 2.5 -1.6
C 0.23507 -0.89163 -0.53243 1.9 1.5 0.7
C -0.05851 0.76849 1.24509 2.4 -0.6 0.8
H -1.04278 2.09912 0.00685 0.2 -1.0 0.7
H 1.57057 1.90826 0.56486 -1.4 -1.1 1.1
H 0.29369 -2.65777 -1.66148 0.5 0.3 -0.7
H -0.26054 0.05026 2.09979 0.6 1.1 -1.3
H 0.83506 -0.18307 -1.23072 -1.4 -1.6 0.0
H -0.17347 -2.76399 -0.08382 -0.5 0.0 0.3
H -1.93098 1.26074 1.15134 -2.1 -0.5 0.9

---

# 6
30
Properties=species:S:1:pos:R:3:forces:R:3 method="wB97M-V/def2-TZVPD" energy_ev=-20797.5232 lumo_ha=-0.008 smiles=O.O.O.O.O.O.O.O.O.O de_lowest_kcal_mol=117.4 gap_ev=10.8
O 42.23800 36.45000 20.73000 1.5 2.5 -0.5
O 39.06300 36.87300 16.17800 0.6 0.2 -0.6
O 39.94000 35.13200 18.69100 -6.0 5.6 -1.3
O 39.51900 38.09600 19.02300 0.3 -0.6 -2.9
O 40.39200 41.40100 20.74200 7.6 -2.7 4.6
O 37.68700 39.62300 17.71500 -0.3 -1.7 -1.8
O 41.65700 39.45400 17.53700 -1.8 -1.0 -0.9
O 39.08400 39.02800 21.80100 -2.4 1.1 0.2
O 43.31100 37.50600 17.77100 0.2 0.8 1.5
O 36.99200 36.81800 18.07000 1.2 -0.9 -4.0
H 37.63800 40.35700 18.24800 -0.8 3.2 1.5
H 38.41200 36.29100 16.65200 0.4 0.6 -1.6
H 39.65900 41.56800 20.36600 -8.2 2.6 -4.8
H 42.64800 38.23700 17.95300 0.8 -1.2 -1.2
H 38.36200 39.16800 18.19600 1.2 -1.0 0.2
H 39.10800 36.94700 15.17200 -1.0 -0.8 2.4
H 37.52400 37.59300 17.85400 -0.7 0.1 0.8
H 38.32900 39.71200 21.76900 1.7 -1.5 0.1
H 42.15100 39.82200 18.23400 0.7 1.4 1.5
H 40.55000 34.79800 19.17600 6.3 -3.4 5.4
H 40.14100 40.60500 21.24100 0.8 0.1 0.1
H 39.95500 34.68400 17.91800 -0.1 -2.1 -4.0
H 42.75100 37.12000 21.32600 -1.4 -1.9 -1.8
H 38.59600 38.23700 22.10100 0.5 0.3 -0.1
H 42.44400 36.76200 19.77800 0.0 -0.6 2.1
H 39.82700 38.12800 19.87400 0.6 1.0 4.1
H 36.61700 36.77100 18.89300 -0.9 0.5 3.0
H 42.82500 36.77900 17.41300 -0.5 -0.6 -0.5
H 40.12000 37.38700 18.75200 -0.7 -0.7 -1.0
H 40.87400 39.01600 17.95600 0.4 0.9 -0.4